(1)
Molecular formula: C33H31N6O4PtS
Method: DFT, wB97M-V/def2-TZVPD

LUMO (spin up / spin down)	-2.12 / -5.10	eV
multiplicity	5
gap between HOMO and LUMO (spin up / spin down)	7.08 / 5.73	eV
total charge	+1

Each line ends with the Löwdin spin population.
Geometry (Å):
Pt -1.623 -0.204 0.875  0.4365
S -2.766 1.200 -0.523  0.0554
O -0.796 -1.779 -0.795  0.1181
O 0.113 1.742 -0.297  0.1359
O 1.760 -0.345 2.227  0.2615
O 2.766 -3.285 0.695  0.0062
N -1.240 -1.606 2.408  0.1590
N -3.323 -0.090 1.950  0.4194
N -5.312 1.830 -0.116  0.1156
N -4.430 0.443 1.478  0.3263
N 1.375 -1.636 -0.171  0.0018
N 3.686 -1.436 -0.291  0.0089
C 2.185 0.238 -1.433  0.0078
C -0.183 -2.392 2.611  0.0196
C 0.088 0.590 0.009  0.1750
C -3.424 -0.928 3.077  0.3608
C 3.010 1.312 1.200  0.4481
C 2.097 0.242 1.202  0.1058
C -4.261 1.149 0.341  0.0927
C 3.865 3.620 -2.446  0.0013
C -6.569 3.140 1.571  0.0062
C 5.210 3.571 -1.859  0.0067
C 1.313 -0.020 -2.658  0.0010
C -4.628 -0.887 3.949  0.0462
C 0.419 -3.806 -0.918  0.0069
C -0.069 -3.269 3.675  0.1585
C 5.713 2.699 -0.974  -0.0002
C 0.282 -2.344 -0.618  0.0148
C 0.499 -1.525 -4.383  0.0000
C -2.201 -2.549 4.441  0.1263
C 0.363 0.910 -3.083  0.0005
C -2.293 -1.690 3.317  0.0650
C -0.489 0.636 -4.142  0.0001
C 3.018 1.560 -1.399  0.0054
C -0.428 -0.583 -4.798  0.0000
C 4.345 0.753 -1.564  0.0033
C 1.356 -1.243 -3.330  0.0002
C 4.968 1.532 -0.397  0.0491
C 3.517 1.986 0.017  0.0710
C 2.859 2.753 -2.273  0.0094
C 3.537 -0.553 -1.441  0.0042
C -6.584 1.978 0.590  0.0070
C 1.424 -0.177 -0.137  0.0580
C 2.653 -2.236 0.110  0.0006
C -1.097 -3.336 4.619  0.0192
H -5.173 2.361 -0.960  0.0039
H -4.396 -0.401 4.902  0.0172
H 2.067 -2.007 -3.045  0.0000
H -6.789 1.041 1.100  0.0011
H 3.685 4.470 -3.094  -0.0002
H 6.745 2.825 -0.663  0.0002
H 0.826 -3.869 3.757  0.0082
H -4.989 -1.893 4.170  0.0102
H -1.025 -3.995 5.473  -0.0022
H -0.583 -4.210 -1.030  0.0000
H -6.431 4.091 1.057  0.0003
H 0.947 -3.917 -1.867  -0.0003
H 5.874 4.360 -2.194  0.0005
H 0.631 -2.310 1.914  -0.0010
H 5.550 0.996 0.352  0.0010
H 0.975 -4.335 -0.151  0.0017
H 1.923 2.947 -2.775  0.0005
H 3.676 -1.122 -2.355  0.0001
H 0.255 1.851 -2.568  0.0002
H 4.894 0.799 -2.500  0.0006
H -7.351 2.112 -0.172  0.0007
H -7.512 3.182 2.116  0.0003
H -3.018 -2.573 5.148  0.0074
H -1.209 1.383 -4.451  0.0000
H -5.762 3.017 2.295  0.0010
H 3.383 1.605 2.177  0.0158
H 0.562 -2.484 -4.882  0.0000
H 3.471 3.065 0.172  0.0176
H -1.098 -0.797 -5.620  0.0000
H -5.424 -0.332 3.469  0.0001
H 4.597 -1.823 -0.092  0.0000



(2)
Molecular formula: C20H25N2O4SiW
Method: DFT, wB97M-V/def2-TZVPD

ΔE to the lowest compared entry with this formula, charge and spin	0.0	kJ/mol
LUMO	-11.67	eV
gap between HOMO and LUMO	6.15	eV
total charge	+3

Each line ends with the natural charge from an NBO analysis.
Geometry (Å):
W 1.726 -12.536 13.840  2.0896
Si 2.136 -13.506 10.484  2.2638
O 2.589 -13.738 14.546  -0.4619
O -1.153 -12.582 16.892  -0.4298
O -0.177 -12.199 18.969  -0.2969
O 1.982 -12.811 11.903  -1.1895
N 0.666 -12.325 15.631  -0.6075
N -0.512 -12.323 13.424  -0.8392
C 3.875 -13.867 10.111  -0.5738
C 5.042 -10.356 13.883  -0.1825
C 1.240 -12.296 16.948  -0.3760
C -1.458 -12.438 14.518  -0.3206
C 4.265 -12.398 9.697  -0.6258
C 0.585 -13.585 9.572  -0.7103
C 2.832 -11.041 14.347  -0.2858
C 4.540 -9.237 13.300  -0.0818
C -0.777 -14.950 8.047  -0.1880
C 0.087 -12.317 17.885  0.7932
C 0.401 -14.734 8.771  -0.1499
C 3.177 -8.957 13.218  -0.1540
C 4.214 -11.331 14.389  -0.1460
C -1.752 -13.933 7.977  -0.0923
C -0.433 -12.590 9.553  -0.1878
C -0.622 -12.435 15.755  0.6812
C 4.645 -14.417 11.348  -0.6283
C -1.544 -12.740 8.714  -0.2001
C 4.033 -14.795 8.803  -0.5943
C 2.317 -9.856 13.826  -0.2276
H 5.094 -14.768 8.593  0.2453
H 1.822 -11.362 16.988  0.2866
H 4.040 -11.770 10.575  0.1959
H 1.152 -15.526 8.626  0.2418
H -2.136 -11.560 14.614  0.2853
H 4.991 -13.624 12.007  0.2115
H 5.506 -15.062 11.112  0.2729
H -0.879 -12.832 12.587  0.4601
H -0.784 -15.871 7.450  0.2611
H 3.585 -12.078 8.837  0.2353
H 5.265 -12.255 9.360  0.2777
H 4.575 -12.389 14.534  0.2734
H -2.611 -14.185 7.408  0.2580
H 3.843 -15.831 9.031  0.2325
H 1.186 -9.642 13.811  0.2365
H -0.195 -11.676 10.134  0.2049
H -2.082 -13.365 14.480  0.2983
H -2.242 -11.889 8.653  0.2564
H -0.663 -11.349 13.162  0.4311
H 2.823 -8.074 12.763  0.2657
H 5.171 -8.493 12.894  0.2644
H 4.025 -15.158 11.963  0.2202
H 6.159 -10.585 13.912  0.2824
H 3.556 -14.444 7.991  0.2208
H 1.884 -13.105 17.285  0.3037



(3)
Molecular formula: C53H142N10O18
Method: DFT, wB97M-V/def2-TZVPD

ΔE to the lowest compared entry with this formula, charge and spin	292.0	kJ/mol
LUMO	0.13	eV
gap between HOMO and LUMO	8.90	eV
total charge	0

Each line ends with the Mulliken charge.
Geometry (Å):
O -9.104 1.406 -0.358  -0.2852
O -3.780 -0.278 -6.220  -0.1798
O -3.850 -4.175 -1.659  -0.5070
O 0.271 8.935 0.042  -0.3279
O -6.849 3.754 2.582  -0.3197
O -0.448 1.591 6.831  -0.2565
O -7.472 -9.239 5.318  -0.2893
O 0.020 -6.304 -8.256  -0.3374
O 8.347 5.265 -1.889  -0.3036
O 4.885 -4.647 4.551  -0.3148
O 1.946 3.066 1.822  -0.2780
O -1.049 6.561 6.625  -0.2330
O -5.865 -4.128 4.305  -0.2964
O 5.349 3.199 8.309  -0.4981
O 3.960 0.986 -6.625  -0.2602
O 2.303 -8.942 0.714  -0.3150
O 5.636 -1.759 -0.715  -0.5020
O 1.861 -4.272 -2.509  -0.3088
N -6.831 -6.343 6.351  -0.3747
N 1.176 4.770 8.048  -0.3789
N -7.065 3.440 -0.277  -0.3154
N 0.896 -4.695 -6.131  -0.2160
N -3.348 3.479 -6.151  -0.7270
N 3.089 -7.483 3.052  -0.2121
N 4.507 -2.479 -7.771  -0.6531
N 2.622 9.953 -1.246  -0.7536
N -0.411 1.454 2.390  -0.6781
N 9.111 2.834 -4.564  -0.7140
C 0.775 0.844 1.768  0.6306
C 9.274 3.473 -3.263  0.5936
C -0.230 0.272 7.268  -0.7938
C -2.961 2.036 -5.900  0.5671
C 3.986 -5.306 3.609  -0.5269
C 2.148 -9.488 2.028  -0.5935
C 2.884 1.779 -6.178  -0.8546
C 2.364 3.385 0.476  -0.6886
C -7.252 -4.969 6.105  -0.6508
C 2.002 1.643 2.119  -0.8562
C -0.302 -4.350 -6.947  -0.6957
C 1.298 10.659 -1.376  0.3680
C -0.165 6.939 7.703  -0.6809
C 0.092 9.735 -1.155  -0.6621
C 4.866 -1.114 -7.401  0.5749
C 4.196 -6.844 3.738  -0.6526
C 0.881 -5.087 -1.844  -0.7733
C -2.191 7.379 6.734  -0.7771
C -5.651 3.903 1.833  -0.4955
C 4.831 -3.253 4.571  -0.6806
C 5.753 -0.890 -1.828  -0.5144
C -4.078 1.142 -6.336  -0.8069
C 6.143 3.125 7.150  -0.4208
C 7.745 6.558 -1.797  -0.7146
C -0.044 -4.890 -8.358  -0.5195
C -6.775 2.010 -0.278  -0.6290
C -7.788 -8.640 6.625  -0.5983
C 10.790 3.794 -3.058  -1.3829
C -10.050 0.611 -1.023  -0.8266
C 3.613 -0.197 -7.339  -0.5395
C -8.051 -7.151 6.580  -0.6374
C -6.065 -4.193 5.696  -0.6382
C -4.313 -3.049 -2.313  -0.3720
C 1.165 6.161 7.686  -0.6192
C 8.415 4.778 -3.211  -0.6466
C -7.408 -10.648 5.365  -0.6833
C -4.982 -3.070 3.967  -0.7993
C -6.549 3.179 3.860  -0.7054
C 0.409 3.927 7.183  -0.5920
C -2.662 1.919 -4.437  -1.3580
C 0.688 -4.409 -4.712  -0.5910
C -0.731 7.901 0.127  -0.7867
C -7.835 1.225 -1.033  -0.6361
C -4.789 -1.154 -6.683  -0.7784
C 0.361 2.465 7.642  -0.4656
C 3.550 -9.134 0.044  -0.6831
C 3.108 -8.899 3.018  -0.5521
C 1.323 11.250 -2.755  -1.4240
C -6.020 4.210 0.352  -0.9621
C 1.967 -4.568 -3.904  -0.5920
C 0.449 0.660 0.307  -1.6028
C 0.531 -6.868 -9.451  -0.7757
C 6.014 -0.625 -8.308  -1.4587
H -7.434 0.225 -1.198  0.4136
H 5.472 2.994 6.301  0.1509
H 6.394 -0.068 -1.508  0.2302
H 2.696 -3.927 -4.400  0.2622
H 0.922 -4.462 -8.627  0.2255
H 4.946 -2.927 3.538  0.2554
H 0.935 -5.024 -0.757  0.2755
H 6.860 2.311 7.258  0.2312
H 8.791 5.507 -3.928  0.3554
H 0.847 -6.113 -2.210  0.3233
H -6.020 2.227 3.805  0.2914
H 1.383 -6.331 -9.869  0.3246
H 5.640 -2.747 5.098  0.2790
H 2.219 -10.575 1.989  0.3650
H -6.316 -6.613 5.525  0.2548
H -5.650 -0.884 -6.071  0.3226
H -5.170 -2.022 4.200  0.3038
H 1.729 6.659 8.475  0.3657
H 3.357 3.016 0.219  0.3120
H 1.288 0.449 -0.357  0.3502
H -5.038 3.005 1.917  0.3531
H -2.593 7.513 7.739  0.2984
H -5.068 4.671 2.341  0.4857
H 2.401 2.268 -7.024  0.3289
H -4.526 -2.188 -6.464  0.2195
H -7.619 -4.675 7.088  0.3652
H -2.900 7.060 5.969  0.2359
H -5.755 1.810 -0.609  0.5812
H -3.403 2.310 -3.740  0.2722
H 6.259 -1.369 -2.667  0.2699
H -1.214 -4.790 -6.543  0.3484
H -1.905 8.403 6.492  0.3274
H -5.089 -3.250 -3.052  0.2432
H 0.853 -0.142 2.227  0.3519
H 4.047 -4.943 2.583  0.3433
H -2.088 1.808 -6.511  0.2862
H -7.138 -11.013 4.374  0.2261
H 3.149 2.639 -5.564  0.2877
H -6.151 5.282 0.204  0.3891
H -8.775 -6.986 5.782  0.3789
H -0.724 -4.525 -9.128  0.4503
H 3.854 -2.860 4.854  0.2876
H 7.786 6.955 -0.782  0.2456
H 6.692 6.459 -2.060  0.2863
H -1.737 2.469 -4.261  0.3636
H -7.925 3.634 0.215  0.3098
H 9.711 2.040 -4.735  0.2561
H 4.847 -0.352 -2.105  0.2250
H -6.731 -11.027 6.131  0.2946
H -8.751 -9.028 6.958  0.3917
H -4.263 1.335 -7.393  0.3411
H -4.940 -2.969 2.883  0.2868
H 1.391 2.114 7.583  0.2862
H -6.735 1.600 0.731  0.2114
H -0.878 10.232 -1.175  0.3906
H 10.920 4.017 -1.999  0.3184
H -0.626 7.178 -0.682  0.3182
H -0.098 -5.105 -4.419  0.4221
H 2.094 4.374 7.904  0.2035
H -1.743 8.281 0.268  0.2930
H -0.613 7.244 0.988  0.2945
H -7.860 1.701 -2.013  0.3143
H -8.015 -4.790 5.347  0.2993
H -4.037 3.725 -5.454  0.2527
H 1.700 6.277 6.744  0.3800
H 0.407 11.767 -3.042  0.3625
H 7.407 4.510 -3.528  0.3231
H -3.747 3.670 -7.059  0.2578
H 0.803 -0.064 7.176  0.3421
H -6.204 -3.151 5.983  0.4737
H 6.791 -1.374 -8.457  0.4124
H -0.630 4.251 7.248  0.2425
H -0.180 -6.893 -10.277  0.3024
H -4.735 -2.356 -1.586  0.2390
H -0.244 -0.172 0.182  0.3583
H 0.099 1.615 -0.083  0.2957
H -9.815 -0.421 -1.284  0.3069
H 0.048 8.001 7.579  0.4784
H -7.060 -8.771 7.425  0.3467
H -5.086 -0.986 -7.718  0.3055
H 0.077 2.425 8.694  0.3332
H 4.129 -7.102 4.795  0.2939
H 1.539 10.504 -3.520  0.3520
H 4.439 -9.083 0.673  0.2993
H -5.861 3.822 4.407  0.2825
H -0.746 -0.371 6.555  0.2407
H 0.620 4.052 6.121  0.3587
H 4.236 -2.550 -8.742  0.2846
H -8.462 -6.838 7.540  0.3450
H 1.120 -9.347 2.364  0.3110
H -0.222 1.208 3.351  0.1914
H -8.392 -10.984 5.694  0.2917
H 5.803 3.589 9.060  0.2840
H 1.212 11.470 -0.653  0.2885
H -0.334 -3.261 -6.938  0.4218
H 2.123 1.292 -5.569  0.3181
H -0.100 -4.637 -1.993  0.2792
H -0.759 6.785 8.603  0.3781
H 6.620 4.098 7.028  0.2595
H 2.642 9.291 -2.009  0.2779
H -4.988 1.507 -5.860  0.3397
H 5.332 -1.190 -6.418  0.1167
H 0.288 -3.409 -4.548  0.3526
H 6.596 0.212 -7.923  0.3122
H -3.397 -2.691 -2.784  0.1268
H 2.089 1.572 3.203  0.3479
H -5.201 -4.453 6.308  0.3743
H 2.831 -0.704 -6.774  0.3260
H 5.224 -7.021 3.425  0.3331
H 2.105 12.005 -2.826  0.3484
H -0.639 0.164 8.273  0.3204
H 3.562 -8.471 -0.820  0.1841
H 11.524 3.049 -3.367  0.3919
H -3.968 -3.185 4.350  0.3354
H 3.598 -2.627 -7.356  0.1268
H -11.019 0.571 -0.525  0.2739
H -7.504 2.982 4.347  0.2641
H -2.461 0.892 -4.131  0.3228
H -0.267 2.452 2.322  0.3493
H 2.303 4.469 0.375  0.2593
H 1.700 3.074 -0.331  0.2239
H 5.586 -0.501 -9.303  0.3405
H 2.706 -9.288 3.953  0.3428
H 5.004 -2.464 -0.874  0.2904
H 2.415 9.360 -0.455  0.3423
H 2.407 -5.552 -4.062  0.3363
H 1.010 -5.673 -6.355  0.2278
H 0.113 9.081 -2.027  0.3185
H -10.316 1.153 -1.931  0.3285
H -5.140 4.066 -0.275  0.3663
H 0.805 -7.914 -9.316  0.2642
H 8.182 2.466 -4.713  0.1960
H -4.533 -4.460 -1.047  0.2730
H 3.180 0.111 -8.291  0.3230
H 3.527 -10.190 -0.228  0.3156
H 3.093 -7.096 2.119  0.2024
H 4.141 -9.237 2.938  0.3607
H 11.082 4.677 -3.625  0.3146
H 2.979 -5.172 4.003  0.3615
H 9.042 2.760 -2.472  0.1694
H 2.967 1.224 1.835  0.4339
H 8.207 7.262 -2.489  0.3126